1.
Molecular formula: C4H12N3
Method: DFT, ωB97M-V/def2-TZVPD

## Properties
HOMO-LUMO gap: 8.29 eV
energy relative to the best compared isomer or geometry (same formula, charge and spin): 73.16 kcal per mole
lowest unoccupied orbital energy: -3.65 eV
energy: -323.56168 hartree

```
! wB97M-V def2-TZVPD RIJCOSX def2/J DEFGRID3
* xyz 1 1
C 1.17 1.37 0.36
C 0.85 -0.13 0.69
C -0.41 -0.65 0.02
C -0.72 -0.36 -1.27
N -2.12 -0.54 -1.53
N -1.20 -1.41 0.82
N 2.59 1.59 0.69
H 0.68 2.12 0.93
H 1.00 1.45 -0.69
H 0.71 -0.20 1.80
H 1.73 -0.78 0.66
H -0.15 0.27 -2.00
H -2.33 -1.23 -2.30
H -2.53 -1.07 -0.69
H -2.82 0.22 -1.76
H -1.87 -0.95 1.49
H -0.81 -2.24 1.26
H 3.27 1.30 -0.05
H 2.97 1.21 1.56
*
```



2.
Molecular formula: C7H14F2N2S
Method: DFT, ωB97M-V/def2-TZVPD

## Properties
HOMO-LUMO gap: 8.95 eV
energy relative to the best compared isomer or geometry (same formula, charge and spin): 0.00 kcal per mole
lowest unoccupied orbital energy: 0.74 eV
energy: -982.47888 hartree

```
! wB97M-V def2-TZVPD RIJCOSX def2/J DEFGRID3
* xyz 0 1
C -2.38 -0.50 -0.22
C 2.40 2.46 0.85
C -4.33 -1.86 0.51
C 2.44 1.34 -0.18
C 1.56 0.15 0.22
C 1.79 -2.33 -0.41
C 1.54 -0.88 -0.86
N 1.33 -0.57 -2.05
N -2.92 -1.59 0.26
F 0.77 -2.77 0.37
F 2.91 -2.41 0.35
S -3.51 0.77 -0.57
H 3.01 3.29 0.52
H 1.38 2.81 0.98
H 2.77 2.11 1.81
H -4.73 -1.10 1.18
H -4.89 -1.81 -0.42
H -4.45 -2.84 0.96
H 3.47 0.99 -0.30
H 2.10 1.70 -1.15
H 1.91 -0.29 1.16
H 0.53 0.49 0.36
H 1.90 -3.03 -1.25
H 1.32 -1.33 -2.72
H -2.57 1.61 -1.01
H -2.28 -2.34 0.47
*
```



3.
Molecular formula: CH3NO3
Method: DFT, ωB97M-V/def2-TZVPD

## Properties
HOMO-LUMO gap (spin up / spin down): 9.99 / 9.30 eV
energy relative to the best compared isomer or geometry (same formula, charge and spin): 132.38 kcal per mole
lowest unoccupied orbital energy (spin up / spin down): -1.14 / -1.28 eV
energy: -320.13165 hartree

```
! wB97M-V def2-TZVPD RIJCOSX def2/J DEFGRID3
* xyz 0 1
C -0.73 -0.45 0.55
N -2.05 0.13 0.14
O -2.16 1.23 -0.28
O -3.00 -0.66 0.31
O 0.53 1.31 0.23
H -0.77 -0.45 1.64
H -0.12 -1.12 -0.09
H -0.18 2.04 -0.11
*
```